i | Formula: CH6N2O2S
Source: OMol25
Level of theory: ωB97M-V/def2-TZVPD

Computed properties:
HOMO-LUMO gap (spin up / spin down): 8.92 / 10.26 eV
Highest occupied orbital energy (spin up / spin down): -9.7 / -11.0 eV
LUMO energy (spin up / spin down): -0.030 / -0.029 Eh

```
! wB97M-V def2-TZVPD RIJCOSX def2/J DEFGRID3
* xyz 0 1
S 1.278 -0.150 -0.058
O 1.269 -1.476 -0.617
O 2.377 0.363 0.704
N -2.147 -0.468 -0.039
N 0.923 0.944 -1.312
C 0.007 0.136 1.154
H -1.789 -1.313 -0.469
H -2.173 -0.801 0.947
H 0.369 1.774 -1.077
H 0.108 -0.640 1.816
H 0.334 0.539 -2.120
H -0.556 1.092 1.071
*
```

---

ii | Formula: CH6N2O2S
Source: OMol25
Level of theory: ωB97M-V/def2-TZVPD

Computed properties:
HOMO-LUMO gap (spin up / spin down): 7.18 / 7.18 eV
Highest occupied orbital energy (spin up / spin down): -7.0 / -7.0 eV
LUMO energy (spin up / spin down): 0.008 / 0.008 Eh

```
! wB97M-V def2-TZVPD RIJCOSX def2/J DEFGRID3
* xyz 0 1
S 0.246 0.903 -0.345
O -0.379 -0.106 -1.318
O -1.018 3.119 -1.661
N 0.550 0.039 1.136
N 0.193 -2.090 0.266
C 0.683 -1.272 1.249
H 1.162 -1.726 2.149
H -1.041 2.506 -0.879
H -0.324 -1.631 -0.497
H -1.200 2.590 -2.349
H 0.399 -3.069 0.316
H 0.729 0.738 1.932
*
```

---

Best to worst by energy: ii, i.

---

i | Formula: C5H11OS
Source: OMol25
Level of theory: ωB97M-V/def2-TZVPD

Computed properties:
HOMO-LUMO gap: 5.60 eV
Highest occupied orbital energy: -2.3 eV
Structure (SMILES): CSCCCC[O-]
LUMO energy: 0.123 Eh

```
! wB97M-V def2-TZVPD RIJCOSX def2/J DEFGRID3
* xyz -1 1
S 0.891 -0.075 2.190
O -1.961 1.704 -0.216
C 0.606 0.489 -0.480
C -1.574 1.663 -1.599
C -0.365 0.555 -1.765
C -0.137 -0.227 0.705
C 1.363 -1.755 2.448
H -0.378 -1.313 0.398
H 1.194 -0.236 -0.997
H -0.928 -0.352 -1.858
H 0.234 0.719 -2.652
H -1.089 0.322 0.916
H 2.425 -1.816 2.321
H 0.987 -2.369 1.536
H 1.027 -2.241 3.368
H -1.134 2.556 -1.919
H 1.252 1.272 -0.138
H -2.412 1.104 -2.258
*
```

---

ii | Formula: C5H11OS
Source: OMol25
Level of theory: ωB97M-V/def2-TZVPD

Computed properties:
HOMO-LUMO gap: 6.25 eV
Highest occupied orbital energy: -2.6 eV
LUMO energy: 0.136 Eh

```
! wB97M-V def2-TZVPD RIJCOSX def2/J DEFGRID3
* xyz -1 1
S 0.853 -0.370 -0.291
O -2.586 2.477 -1.012
C 3.445 -1.419 -0.267
C -2.847 0.864 0.723
C 2.530 -0.452 -1.015
C -2.274 -0.283 1.517
C -2.164 1.386 -0.289
H -1.278 0.870 -0.662
H 3.431 -1.159 0.794
H 2.455 -0.738 -2.066
H -3.002 -1.096 1.583
H -1.971 0.009 2.523
H -1.366 -0.664 1.035
H 4.478 -1.316 -0.629
H -1.960 2.584 -1.726
H 3.165 -2.472 -0.312
H -3.832 1.218 1.015
H 2.922 0.562 -0.921
*
```

---

iii | Formula: C5H11OS
Source: OMol25
Level of theory: ωB97M-V/def2-TZVPD

Computed properties:
HOMO-LUMO gap: 6.79 eV
Highest occupied orbital energy: -2.9 eV
LUMO energy: 0.142 Eh

```
! wB97M-V def2-TZVPD RIJCOSX def2/J DEFGRID3
* xyz -1 1
S -1.544 -1.342 0.709
O -1.102 1.428 -0.544
C -0.522 -2.408 -0.364
C 0.705 1.668 1.028
C -0.077 2.071 0.030
C 1.858 2.515 1.495
C -1.206 -2.746 -1.691
H 2.811 1.984 1.404
H -0.674 -3.539 -2.231
H 0.094 3.052 -0.419
H -0.309 -3.337 0.170
H -1.216 0.498 -0.148
H 0.426 -1.905 -0.575
H 1.935 3.427 0.898
H -1.230 -1.862 -2.330
H 1.769 2.819 2.545
H -2.236 -3.051 -1.507
H 0.518 0.728 1.531
*
```

---

iv | Formula: C5H11OS
Source: OMol25
Level of theory: ωB97M-V/def2-TZVPD

Computed properties:
HOMO-LUMO gap: 5.34 eV
Highest occupied orbital energy: -2.2 eV
Structure (SMILES): CSCCCC[O-]
LUMO energy: 0.114 Eh

```
! wB97M-V def2-TZVPD RIJCOSX def2/J DEFGRID3
* xyz -1 1
S 1.104 2.231 0.727
O -0.039 -1.724 -2.547
C 1.130 0.588 0.002
C 0.273 -1.737 -0.129
C 0.315 -0.482 0.723
C -0.681 -1.629 -1.355
C -0.673 2.482 0.905
H 0.072 -2.641 0.459
H -0.692 -0.080 0.886
H 0.849 0.611 -1.048
H -0.841 3.540 1.120
H -1.131 2.285 -0.071
H 2.173 0.280 0.007
H -1.222 -0.644 -1.244
H -1.490 -2.402 -1.246
H -1.143 1.891 1.686
H 1.254 -1.896 -0.585
H 0.742 -0.672 1.712
*
```

---

Best to worst by energy: iii, ii, iv, i.